[1]
Computed, not measured: a 3-piece molecular cluster, C3H11NO3 overall in a non-equilibrium geometry, with ωB97M-V/def2-TZVPD.

The LUMO energy (alpha / beta) is -3.8365 / -8.9022 eV. Its total charge is +1. The expectation value of S² is 0.77. As for the multiplicity: 2. Its energy above the lowest of the compared OMol25 structures with the same formula, charge and spin is 27.2 kcal per mole.

Atoms and positions in Å:
O -0.074 -3.125 1.146
O -0.203 2.283 -2.386
O 1.676 1.773 -0.146
N -0.758 -1.100 1.502
C -0.254 -1.707 -0.783
C -0.438 0.393 1.663
C -0.304 -2.099 0.639
H -0.856 -1.427 2.523
H 1.180 2.069 -0.909
H -1.096 -2.110 -1.479
H 0.620 0.520 1.958
H -0.995 1.819 -2.005
H -0.976 0.778 2.615
H 0.326 1.756 -2.941
H -0.345 -0.579 -0.695
H -0.884 0.951 0.803
H 2.623 1.642 -0.335
H 0.757 -1.837 -1.173


[2]
Computed, not measured: a 2-piece molecular cluster, CH5N2O3 overall in a non-equilibrium geometry, with ωB97M-V/def2-TZVPD.

The LUMO energy is -5.0198 eV. Its total charge is +1. As for the multiplicity: 1. Its energy above the lowest of the compared OMol25 structures with the same formula, charge and spin is 62.4 kcal per mole.

Atoms and positions in Å:
O -1.583 -0.499 0.524
O -1.934 -0.187 1.755
O -1.279 1.152 2.174
N 0.543 -0.659 -0.963
N 2.560 0.560 -1.674
C 1.574 -0.087 -1.483
H 3.152 0.601 -2.535
H -1.450 -0.783 2.319
H 0.268 -1.627 -1.147
H -0.192 -0.134 -0.406
H -1.659 1.663 1.435


Q: Look up the energy above the lowest of the compared OMol25 structures with the same formula, charge and spin of the first one.
A: 27.2 kcal per mole


Q: Which of these has the lowest multiplicity?
A: CH5N2O3


Q: Which of these has the highest multiplicity?
A: C3H11NO3